(1)
DFT (wB97M-V/def2-TZVPD) results for a structure of composition C4H3GdO4 at a distorted geometry.

Output
E	-33198.568	eV
expectation value of S²	16.659
charge	+2
HOMO level (alpha / beta)	-17.2682 / -16.1193	eV
multiplicity	8

```
12
Properties=species:S:1:pos:R:3:forces:R:3:mulliken_charge:R:1
C 0.03598 -0.97276 -0.89710 0.3 -1.2 0.6 -0.392
C 0.61998 -0.33359 0.12350 1.2 -0.8 -0.3 0.120
H 1.66894 -0.50919 0.37276 -0.4 -0.1 0.0 0.352
O -2.09184 -1.84322 -1.35848 1.4 1.7 0.8 -0.350
C -1.34332 -0.88452 -1.40132 -1.7 -1.4 -1.3 0.529
O -1.64344 0.23419 -2.05896 -0.3 0.1 0.0 -0.417
H 0.56089 -1.84867 -1.30927 0.1 0.6 0.2 0.360
O 0.00367 0.58814 0.90307 0.7 0.5 0.6 -0.272
C 0.72794 1.13128 1.89966 -2.4 1.5 -0.1 0.306
O 0.11767 1.96929 2.59593 2.5 -1.2 0.4 -0.533
Gd 2.29692 2.06202 3.84490 -1.3 -0.1 -0.9 1.914
H -0.95340 0.40703 -2.71468 0.0 0.4 0.0 0.383
```
Positions in Å, forces in eV/Å.

(2)
DFT (wB97M-V/def2-TZVPD) results for a cluster of 2 separate species, C8H9F6N4P in total at a distorted geometry.

Output
E	-39992.750	eV
HOMO level	-9.8571	eV

```
28
Properties=species:S:1:pos:R:3:forces:R:3:mulliken_charge:R:1
N 2.98453 -1.36934 1.50302 2.0 0.0 -0.7 -0.397
C 2.06850 -0.41416 1.19489 -4.2 0.2 -0.1 0.078
N 0.69892 -0.84297 1.32764 2.2 7.2 -2.4 -0.363
C 0.01648 0.37457 0.88143 0.8 -2.2 0.7 0.485
C -1.55678 0.29677 0.86219 -1.7 1.0 -0.1 0.343
C -2.24919 -1.06441 1.18327 -2.1 2.6 -0.6 -0.151
C -3.79093 -1.13767 1.20768 2.1 3.4 -0.8 -0.495
C -4.57930 0.16419 0.92920 3.0 -0.1 -0.2 -0.283
C -3.89329 1.50859 0.59261 2.2 -2.7 0.8 -0.508
C -2.35208 1.59990 0.55862 -1.7 -3.8 0.9 -0.345
N 0.93516 1.42920 0.53997 -3.1 -2.9 1.0 0.070
N 2.19797 0.95280 0.71200 -0.4 -3.9 1.6 0.007
H 3.34802 -1.57387 2.44128 -0.6 0.5 -0.9 0.221
H 3.28336 -1.99449 0.73484 -0.3 0.8 0.7 0.265
H -1.65044 -2.00841 1.40746 -0.8 1.7 -0.4 0.355
H -4.31641 -2.13819 1.42435 0.9 1.9 -0.4 0.322
H -5.71446 0.11794 0.96550 1.7 0.2 -0.1 0.316
H -4.51968 2.43727 0.40959 0.9 -1.5 0.2 0.328
H -1.75376 2.55165 0.32867 -1.4 -1.5 0.4 0.198
H 0.63687 2.36958 0.23322 0.9 -0.9 0.0 0.258
H 3.07793 1.45189 0.53476 -0.8 -0.2 -0.2 0.289
F 3.39771 0.90969 -2.93247 2.7 0.5 -0.5 -0.343
P 2.44814 -0.38907 -2.85329 0.4 -0.2 -1.7 0.967
F 1.19802 -0.87540 -3.73959 -3.0 -0.1 0.7 -0.326
F 3.68510 -1.15257 -2.15467 3.0 -0.1 -0.2 -0.341
F 1.52206 0.84626 -2.37839 -2.9 0.6 1.3 -0.326
F 1.80563 -1.21825 -1.64676 -3.1 -0.6 1.9 -0.316
F 3.07193 -0.83147 -4.26699 2.9 -0.1 -0.9 -0.308
```
Positions in Å, forces in eV/Å.

(3)
DFT (wB97M-V/def2-TZVPD) results for a structure of composition C41H38CdN12O5S2 at a distorted geometry.

Output
E	-97487.322	eV
charge	-2
HOMO level (alpha / beta)	-0.3292 / -1.6340	eV

```
99
Properties=species:S:1:pos:R:3:forces:R:3:mulliken_charge:R:1
Cd -1.02273 1.13837 -0.50591 0.1 -0.1 0.7 3.311
N -3.03348 1.17975 -1.82362 -0.8 -1.1 0.2 -0.687
C -3.12232 2.19746 -2.86685 0.2 0.0 0.2 -0.545
C -1.96512 3.23172 -2.79795 -0.1 0.1 0.1 0.402
O -2.06369 4.16707 -3.61365 0.1 -0.1 -0.1 -0.857
O -1.06064 3.02273 -1.95334 0.1 0.0 -0.5 -0.786
H -3.26869 0.23959 -2.14332 0.4 0.3 -0.3 0.186
H -3.71557 1.26685 -1.07279 0.3 0.6 0.2 0.272
H -4.05582 2.76098 -2.82834 0.0 0.0 -0.1 0.300
H -3.04977 1.71265 -3.84343 -0.1 0.1 -0.1 0.237
S -2.61431 2.84787 1.03759 -0.1 0.7 0.0 -0.551
C -1.74870 2.47819 2.44997 0.6 -0.2 -0.1 -0.156
N -2.42633 2.09822 3.58024 -0.1 0.2 0.5 0.610
C -1.70204 1.52820 4.69455 -0.1 -0.2 -0.1 -0.968
C -0.42796 2.30522 4.92958 -0.1 0.1 -0.1 -0.760
N 0.33922 2.28499 3.71863 -0.2 0.2 -0.4 0.305
C 1.76548 2.11760 3.80647 0.2 -0.1 0.1 -1.938
C 2.12505 0.66886 4.04197 0.1 -0.1 0.1 0.846
C 2.59935 0.23464 5.27511 0.0 0.0 0.0 -0.355
C 2.89332 -1.10777 5.49340 0.0 0.0 0.0 -0.642
C 2.70436 -2.02529 4.47053 0.0 0.0 0.0 -0.321
C 2.21871 -1.59579 3.23798 0.0 0.1 0.1 -1.083
C 1.92697 -0.25899 3.01343 0.3 0.2 0.3 0.529
C -0.30420 2.49106 2.49419 -0.6 0.0 0.4 0.306
S 0.58819 2.70577 1.09021 0.6 0.3 -0.2 -0.532
C -3.86696 2.08194 3.65914 -0.1 -0.3 0.2 -1.712
C -4.38151 3.14233 4.60239 0.0 0.0 -0.1 0.529
C -5.12833 2.83152 5.73069 0.0 0.0 0.0 -0.221
C -5.57928 3.83233 6.58635 0.0 0.0 0.0 -0.577
C -5.28474 5.15950 6.31703 0.0 0.0 0.0 -0.324
C -4.53881 5.48060 5.18602 0.0 0.0 0.0 -0.652
C -4.09198 4.48249 4.33659 0.0 0.0 0.0 -0.273
H -1.44544 0.48565 4.46676 0.0 0.0 0.1 0.322
H -2.33140 1.54008 5.58760 -0.1 0.1 0.0 0.425
H 0.14077 1.84121 5.73802 0.1 0.0 -0.1 0.389
H -0.66328 3.34189 5.22602 -0.1 -0.1 0.1 0.301
H 2.18459 2.74221 4.60850 -0.1 0.0 0.0 0.481
H 2.18368 2.46636 2.86486 0.1 0.0 0.0 0.550
H 2.74731 0.95509 6.07563 0.0 0.0 0.0 0.316
H 3.26513 -1.43314 6.45898 0.0 0.0 0.0 0.334
H 2.92582 -3.07434 4.63452 0.0 0.0 0.0 0.359
H 2.05004 -2.30736 2.43867 0.0 0.0 0.0 0.406
H 1.49770 0.04829 2.04663 0.0 -0.2 0.2 0.145
H -4.20961 1.09006 3.97318 0.0 0.0 0.0 0.451
H -4.25079 2.25055 2.65347 0.0 0.0 0.0 0.434
H -5.35957 1.79307 5.94242 0.0 0.0 0.0 0.368
H -6.16038 3.57213 7.46347 0.0 0.0 0.0 0.351
H -5.63362 5.94174 6.98077 0.0 0.0 0.0 0.351
H -4.30729 6.51607 4.96610 0.0 0.0 0.0 0.370
H -3.51190 4.72363 3.45212 0.0 0.0 0.0 0.417
C -1.64827 -4.51931 -1.70101 0.2 -0.1 0.0 -1.256
N -1.57919 -3.11167 -1.96956 -0.7 0.1 -0.1 0.748
C -1.18658 -2.10534 -1.17430 1.5 -0.4 0.2 -0.634
N -0.91597 -1.05031 -1.90312 -1.7 0.4 -0.1 0.487
C -1.40679 -1.39541 -3.11942 1.0 -0.2 -0.3 -0.926
N -1.74846 -2.66106 -3.24422 -0.3 0.2 0.3 -0.911
C -0.48861 -5.25682 -2.35424 0.0 0.0 0.0 0.900
C -0.43284 -6.64337 -2.29345 0.0 0.0 -0.1 -0.843
C 0.62612 -7.33582 -2.86638 0.0 0.0 0.0 -0.556
C 1.64838 -6.65137 -3.50000 0.0 0.0 0.0 -0.971
C 1.60565 -5.25946 -3.55580 0.0 0.0 0.0 -0.258
C 0.54167 -4.56756 -2.98791 0.0 0.0 0.1 0.010
C 2.71841 -4.55205 -4.19759 0.0 0.0 0.1 0.552
N 3.78983 -5.07294 -4.69039 0.0 0.1 0.0 -0.519
N 4.57360 -4.01620 -5.13270 -0.1 0.0 0.0 -0.532
C 3.91488 -2.93865 -4.87364 0.0 0.1 0.0 0.578
O 2.71944 -3.19662 -4.28454 0.1 -0.1 0.0 -0.235
C 4.35698 -1.55933 -5.10592 0.0 0.0 0.0 0.036
C 5.66806 -1.36018 -5.54735 0.0 0.1 0.0 -0.967
C 6.14177 -0.07478 -5.71968 0.0 0.0 0.0 -0.651
C 5.32053 1.01831 -5.45710 0.0 0.0 -0.1 -0.743
C 4.01336 0.83024 -5.04306 -0.1 0.0 -0.1 0.722
C 3.09750 2.00425 -4.75470 0.1 -0.2 0.0 -0.941
N 2.49504 1.83241 -3.45997 -0.1 0.8 0.1 0.838
C 1.21699 1.52881 -3.20367 0.1 -1.8 0.0 -0.773
N 1.10834 1.02291 -1.98928 -0.1 2.0 -0.1 0.689
C 2.31718 1.32398 -1.45312 0.7 -1.0 0.1 -0.463
N 3.23293 1.73739 -2.31711 -0.6 0.0 -0.1 -1.054
C 3.53290 -0.46862 -4.86961 0.0 0.0 0.1 -0.062
H -2.60183 -4.91023 -2.05951 0.0 0.0 0.0 0.422
H -1.60584 -4.66201 -0.62030 -0.1 0.1 0.0 0.352
H -0.98875 -2.18338 -0.11222 -0.1 0.0 -0.1 0.414
H -1.43035 -0.70716 -3.95070 0.0 -0.1 -0.1 0.555
H -1.22592 -7.18965 -1.79455 0.0 0.0 0.0 0.432
H 0.65597 -8.41681 -2.81311 0.0 0.0 0.0 0.368
H 2.48218 -7.17870 -3.94249 0.0 0.0 0.0 0.498
H 0.53055 -3.48773 -3.02858 0.0 0.0 0.0 0.799
H 6.30281 -2.21668 -5.72735 0.0 0.0 0.0 0.496
H 7.16215 0.08223 -6.04562 0.0 0.0 0.0 0.371
H 5.70301 2.02486 -5.57829 0.0 0.0 0.0 0.372
H 2.27483 2.01491 -5.47234 0.0 0.1 0.0 0.246
H 3.63339 2.95079 -4.83630 0.0 0.0 0.1 0.435
H 0.43966 1.51844 -3.95073 0.0 0.2 -0.1 0.351
H 2.53839 1.15918 -0.40878 -0.1 -0.1 0.0 0.351
H 2.51910 -0.62200 -4.51692 0.0 0.0 0.0 0.710
O -3.99925 -1.57967 2.39225 0.1 0.0 0.0 -0.846
C -3.26785 -0.94981 1.64401 0.0 0.1 0.0 0.552
N -2.55834 -0.32445 0.93180 -0.4 -0.5 -0.2 -0.726
O 0.37386 -0.01737 0.77804 -0.3 0.1 -0.9 -1.083
```
Positions in Å, forces in eV/Å.

(4)
DFT (wB97M-V/def2-TZVPD) results for the molecule C7H8N2S at a distorted geometry.

Output
E	-21203.715	eV
SMILES	SC1Nc2ccccc2N1
HOMO level	-7.8127	eV

```
18
Properties=species:S:1:pos:R:3:forces:R:3:mulliken_charge:R:1
C 0.99739 1.07014 1.54058 1.6 -0.9 -1.1 -0.213
C -0.08580 0.52565 -0.44300 1.1 1.1 -0.1 0.414
C -0.82816 0.60939 -1.58239 0.2 -0.2 -0.5 -0.634
C -1.50068 -0.53797 -2.05916 0.5 1.1 0.3 -0.566
C -1.47206 -1.66431 -1.28417 0.0 -0.5 1.1 -0.411
C -0.79297 -1.71837 -0.02876 0.3 -0.6 -0.5 -0.649
C -0.01950 -0.63376 0.31097 -0.4 0.3 1.4 0.497
H 3.43437 0.73453 1.35552 -0.7 0.4 0.4 0.145
H 0.31622 1.58553 2.18980 -0.5 0.4 0.5 0.375
H 0.75973 2.42836 0.04796 -0.6 2.1 -0.7 0.240
H -0.78300 1.53568 -2.12242 -0.2 0.2 -0.4 0.367
H -1.98266 -0.47963 -3.02835 -0.2 -0.2 0.2 0.371
H -2.03312 -2.52154 -1.59539 -0.1 -0.4 -0.1 0.371
H -0.77902 -2.62868 0.60469 -0.2 0.6 -0.6 0.296
H 0.45122 -0.90036 2.27419 0.2 0.4 0.5 0.235
N 0.85184 1.46917 0.10578 -0.2 -3.2 1.8 -0.287
N 0.76896 -0.37078 1.48275 -0.5 -0.4 -1.6 -0.274
S 2.69723 1.49693 2.23140 -0.5 -0.5 -0.7 -0.276
```
Positions in Å, forces in eV/Å.

(5)
DFT (wB97M-V/def2-TZVPD) results for the molecule C4H8O2 at a distorted geometry.

Output
E	-8370.255	eV
SMILES	OCC[C@H]1CO1
HOMO level	-9.9519	eV

```
14
Properties=species:S:1:pos:R:3:forces:R:3:mulliken_charge:R:1
O 1.45788 1.20811 0.63409 -0.9 -0.7 0.5 -0.553
C 1.46016 -0.21305 0.36367 0.5 -0.1 -0.3 -0.390
C 0.24333 -1.01120 -0.17854 0.2 0.3 -0.1 -0.669
C -0.90785 -0.18556 -0.66970 0.1 -0.1 0.1 -0.035
C -1.57932 0.67954 0.32803 -0.3 0.2 -0.2 -0.326
O -0.91181 1.23167 -0.80780 0.2 0.4 -0.5 -0.500
H 0.94883 1.67862 -0.05405 0.2 -0.6 0.3 0.348
H 2.19641 -0.28939 -0.41774 0.6 -0.5 -0.2 0.280
H 1.80092 -0.80712 1.22945 0.2 1.0 -0.1 0.282
H 0.65198 -1.66803 -0.95709 -0.2 0.3 -0.1 0.364
H -0.21683 -1.71816 0.53786 0.4 0.5 0.1 0.255
H -1.40774 -0.59838 -1.55982 -0.5 -0.2 0.9 0.430
H -1.06777 1.10306 1.22451 -0.5 -1.3 -0.4 0.232
H -2.66818 0.58987 0.32713 0.2 0.8 0.0 0.282
```
Positions in Å, forces in eV/Å.

(6)
DFT (wB97M-V/def2-TZVPD) results for a cluster of 2 separate species, C2H3BrO2 in total at a distorted geometry.

Output
E	-76254.978	eV
SMILES	C=C1OO1.Br
HOMO level	-10.2873	eV

```
8
Properties=species:S:1:pos:R:3:forces:R:3:mulliken_charge:R:1
C 0.85680 -0.53214 -0.25136 0.9 -1.7 -0.5 0.822
C 1.46397 0.45367 0.32122 2.3 -0.5 0.2 -0.822
O 1.08454 -1.69015 -0.93539 2.4 0.1 -1.0 -0.294
O -0.18352 -1.31153 -0.41411 -3.3 0.7 0.9 -0.238
Br -2.81912 0.49317 0.13819 -0.6 0.3 -0.2 -0.221
H -3.98313 1.20326 -0.34720 0.6 -0.3 0.3 0.216
H 2.57381 0.44063 0.38088 -1.0 0.1 -0.6 0.252
H 1.00667 0.94309 1.10777 -1.2 1.4 1.0 0.284
```
Positions in Å, forces in eV/Å.

(7)
DFT (wB97M-V/def2-TZVPD) results for a structure of composition C19H44NO2P2Y at a distorted geometry.

Output
E	-45606.910	eV
charge	+2
HOMO level	-14.4443	eV

```
69
Properties=species:S:1:pos:R:3:forces:R:3:mulliken_charge:R:1
Y 0.32345 -1.02387 0.45524 1.7 3.6 1.6 0.871
P 1.87303 -0.29314 -1.66736 0.8 -0.5 -0.8 0.828
P -2.03502 0.09958 1.40037 -0.8 -0.3 0.6 0.691
N -1.14320 -0.47576 -1.42381 0.3 -1.3 0.3 0.239
C 0.77638 -0.78000 -3.06166 -0.4 0.0 -0.3 -0.754
H 1.09577 -0.22087 -3.96174 -0.1 -0.4 0.4 0.336
H 0.89889 -1.84889 -3.27115 0.1 0.2 0.1 0.451
C -0.71477 -0.49284 -2.82580 -0.5 -0.1 -0.4 -1.307
H -0.99063 0.48918 -3.19742 0.1 0.3 -0.4 0.540
H -1.34649 -1.22260 -3.38206 0.5 0.4 0.3 0.450
C -2.59245 -0.28950 -1.34750 -0.3 -0.1 -0.6 -1.363
H -3.08468 -1.02720 -2.02099 0.2 0.4 0.5 0.454
H -2.75775 0.68343 -1.79874 -0.3 0.4 0.0 0.518
C -3.20356 -0.35932 0.06154 -0.2 0.0 -0.4 -0.672
H -3.58073 -1.37323 0.23048 0.1 0.2 0.1 0.471
H -4.06890 0.33075 0.09590 0.3 -0.5 0.1 0.341
C -2.60773 1.78060 1.90860 0.4 0.3 -0.1 0.336
C -1.53070 2.52130 2.71785 0.0 0.2 0.0 -1.093
H -1.88524 3.54040 2.93456 0.2 -0.3 0.0 0.487
H -0.59026 2.61758 2.15651 -0.2 -0.1 0.1 0.040
H -1.32738 2.03632 3.68191 -0.1 0.1 -0.2 0.232
C -2.36569 -1.11798 2.77137 -0.1 0.1 -0.2 0.511
C -1.64264 -0.73825 4.07196 0.0 -0.2 0.2 -1.215
H -1.73524 -1.57636 4.77732 0.0 0.3 -0.1 0.508
H -2.07720 0.14845 4.55374 0.1 -0.3 -0.2 0.266
H -0.56010 -0.56718 3.93725 -0.3 -0.1 0.1 0.129
C 3.05885 -1.72227 -1.51273 -0.1 0.3 -0.2 0.400
C 4.17898 -1.41533 -0.51082 0.2 -0.3 0.1 -1.151
H 4.76506 -2.33346 -0.35227 -0.1 0.3 0.0 0.484
H 3.80571 -1.10285 0.47735 0.0 0.0 -0.2 0.109
H 4.86778 -0.64066 -0.87877 -0.3 -0.3 0.1 0.227
C 2.72917 1.20749 -2.30334 0.0 0.4 0.3 0.319
C 3.35164 2.02198 -1.16035 -0.1 0.2 0.1 -1.236
H 3.81199 2.92731 -1.57709 -0.1 -0.2 0.2 0.488
H 4.13066 1.46406 -0.62617 -0.1 0.1 -0.2 0.196
H 2.59066 2.34156 -0.43125 0.2 -0.1 -0.2 0.170
C -0.33470 0.92320 -0.60801 -0.5 3.5 -0.9 -0.091
O -0.61147 1.99752 -1.08277 0.6 -3.3 1.1 -0.441
C -3.84127 -1.43921 3.01310 -0.2 -0.3 0.1 -1.399
H -4.38180 -0.60767 3.47481 0.2 -0.2 -0.1 0.258
H -4.36744 -1.73065 2.09318 0.1 0.1 0.3 0.311
H -3.89678 -2.29128 3.70096 -0.1 0.1 -0.1 0.473
C 3.60682 -2.26251 -2.83503 0.1 -0.5 -0.1 -1.412
H 4.14615 -3.19525 -2.62422 -0.1 0.2 -0.1 0.473
H 2.81325 -2.50393 -3.55660 0.3 0.1 0.2 0.336
H 4.31092 -1.57432 -3.30840 -0.2 -0.2 0.2 0.253
C 3.74373 0.95108 -3.42236 0.0 0.0 -0.2 -1.609
H 4.05787 1.91998 -3.83108 -0.1 -0.2 0.1 0.514
H 4.64680 0.44963 -3.05512 -0.2 0.1 -0.1 0.280
H 3.32037 0.37309 -4.25631 0.2 0.1 0.3 0.324
C -3.96537 1.81566 2.61941 -0.2 0.1 0.0 -1.640
H -3.91225 1.40908 3.63719 0.0 0.1 -0.3 0.276
H -4.28373 2.86243 2.71146 0.1 -0.2 -0.1 0.505
H -4.75200 1.29100 2.06014 0.2 0.1 0.2 0.333
H -2.71823 2.30562 0.94446 0.1 -0.2 0.2 0.485
H 1.90118 1.80114 -2.72672 0.1 -0.1 0.2 0.480
H -1.88895 -2.04184 2.38503 -0.1 0.1 0.1 0.351
H 2.41868 -2.51598 -1.07253 0.1 0.0 -0.1 0.428
H -0.84213 -1.80434 -0.89965 -0.8 -0.4 -0.7 0.586
H -0.47245 -2.44725 -0.33657 -1.4 -2.2 -1.4 -0.220
C 2.47036 1.86513 3.43324 -0.1 0.1 0.2 -1.415
C 2.58866 0.66603 2.52185 0.1 -0.2 -0.1 0.168
O 1.24717 0.15237 2.14084 0.5 0.3 0.8 -0.294
H 1.87674 2.67285 2.98681 0.1 -0.2 0.0 0.321
H 3.46918 2.26622 3.63226 -0.1 -0.1 0.0 0.426
H 2.03636 1.59804 4.40969 0.1 0.0 -0.3 0.403
H 3.08914 0.89806 1.57472 -0.2 0.1 0.2 0.015
H 3.10791 -0.17334 2.99462 0.0 0.2 0.0 0.362
H 0.62237 0.45058 2.81856 0.0 0.1 0.0 -0.143
```
Positions in Å, forces in eV/Å.

(8)
DFT (wB97M-V/def2-TZVPD) results for a structure of composition C5H15N3OReSbSe4 at a distorted geometry.

Output
E	-281992.545	eV
expectation value of S²	3.786
charge	+1
HOMO level (alpha / beta)	-10.1423 / -10.1666	eV
multiplicity	4

```
30
Properties=species:S:1:pos:R:3:forces:R:3:mulliken_charge:R:1
Re -0.46755 -0.37439 -0.05716 1.5 0.2 1.1 1.550
N 1.54640 0.50401 -0.39434 0.3 1.1 0.5 -0.510
C 2.55578 -0.26915 -1.15730 1.4 1.1 0.4 -0.686
C 2.91942 -1.53980 -0.44468 0.6 -2.0 0.7 -0.478
C 1.76800 -2.52757 -0.16707 -0.6 0.8 -0.8 -0.578
N 0.79378 -1.88234 0.78658 -1.3 -2.7 -0.2 -0.527
H 1.31731 1.37637 -0.93423 0.4 -1.0 1.0 0.387
H 1.87178 0.77141 0.57614 -0.2 -0.1 -1.6 0.383
H 3.47254 0.36137 -1.41847 -1.1 -0.8 0.6 0.346
H 2.03326 -0.42874 -2.05859 -0.2 -0.6 -1.3 0.318
H 3.38424 -1.34774 0.55033 -0.1 0.2 -0.6 0.268
H 3.67263 -2.17875 -0.97340 -0.4 1.0 0.1 0.359
H 2.12166 -3.48190 0.19950 0.3 0.0 0.5 0.440
H 1.17426 -2.77178 -1.07925 0.6 0.3 0.7 0.263
H 1.22250 -1.53204 1.61809 1.0 0.6 0.5 0.308
H 0.23358 -2.63970 1.23557 0.0 0.5 -0.8 0.373
C -2.73726 2.37042 1.12616 0.5 -1.2 0.5 -0.956
C -1.36683 2.51946 0.55971 0.1 0.0 1.2 1.021
N -0.92156 3.74410 0.75238 0.1 1.7 0.4 -0.392
O -0.54990 1.64386 0.07647 -2.1 2.1 0.2 -0.945
H -3.01513 3.30571 1.53685 -0.5 0.8 0.3 0.311
H -2.86919 1.60040 1.89512 0.6 0.1 -0.1 0.199
H -3.44680 2.06066 0.41308 -0.9 -0.3 -1.4 0.181
H -1.45829 4.49405 1.26405 0.7 -1.6 -1.1 0.232
H -0.01125 4.02938 0.43512 0.2 -0.1 -0.1 0.219
Se -3.01540 -3.89494 -0.74743 0.4 0.3 -0.3 -0.464
Sb -2.70466 -1.55625 -1.22939 -3.5 -1.3 -0.8 0.505
Se -0.50316 -1.11175 -2.40898 0.0 0.5 0.1 -0.357
Se -2.28394 -1.08198 1.28354 0.9 0.5 0.8 -0.327
Se -4.73622 -0.16238 -1.23839 1.2 -0.2 -0.4 -0.443
```
Positions in Å, forces in eV/Å.